Here is C62H61BaNOP2S as an isolated structure from the OMol25 dataset. Energies are from the ωB97M-V functional and the def2-TZVPD basis.

Results
E_HOMO ... -5.15 eV
Total charge ... 0
Orbital gap ... 5.305 eV
E ... -3635.48099 Eh
Energy above the lowest of the compared OMol25 structures with the same formula, charge and spin ... 47.9 kJ/mol

Each line ends with the Löwdin charge.
Element x y z (Å)
Ba  -1.00587  -0.28851  0.38364  1.793
C  -3.36822  -1.65188  5.83462  -0.052
C  -2.84788  -1.98468  4.43012  -0.387
C  -2.02912  -3.26939  4.46759  -0.069
C  -2.09926  -0.78411  3.89254  -0.232
C  -2.81075  0.28462  3.33233  -0.071
C  -2.19965  1.50120  3.06953  -0.084
C  -0.84417  1.70774  3.36397  -0.276
C  -0.20387  3.06148  3.23375  -0.015
C  -0.12235  0.61629  3.83014  -0.052
C  -0.73168  -0.61120  4.08030  -0.042
H  -3.95149  -2.48305  6.23603  0.080
H  -4.00003  -0.76297  5.82393  0.081
H  -2.53454  -1.46190  6.51402  0.088
H  -3.71107  -2.14246  3.78183  0.102
H  -1.22175  -3.20616  5.19970  0.083
H  -1.58773  -3.49601  3.49733  0.044
H  -2.66261  -4.11040  4.75545  0.087
H  -3.87782  0.17383  3.16423  0.120
H  -2.78141  2.33108  2.68153  0.110
H  0.12487  3.25544  2.20868  0.059
H  0.65721  3.13536  3.89828  0.082
H  -0.91395  3.85082  3.48018  0.092
H  0.93005  0.73986  4.05585  0.099
H  -0.13038  -1.41711  4.48464  0.112
O  0.32986  -2.05051  -0.63250  -0.866
S  0.92071  -1.37535  -1.89913  0.933
C  0.05497  0.00964  -2.46842  -0.484
C  0.04954  -0.22022  -3.92417  -0.227
C  0.20150  0.75854  -4.83106  -0.120
C  0.42964  2.11048  -4.36392  -0.103
C  0.28699  2.44054  -3.08103  -0.128
C  -0.13378  1.48738  -1.99362  -0.450
P  0.96852  1.98734  -0.47571  1.033
C  -0.00934  3.39845  -0.14816  -0.440
C  0.26465  4.75238  -0.12350  -0.140
C  -0.69822  5.69494  0.21397  -0.163
C  -1.98641  5.20752  0.54791  -0.154
C  -2.35579  3.90668  0.39727  -0.138
C  -1.40758  2.84538  -0.10586  -0.336
C  2.60929  2.57338  -1.00900  -0.334
C  3.20641  2.26928  -2.22859  -0.085
C  4.48874  2.71812  -2.51455  -0.079
C  5.19608  3.46524  -1.58646  -0.089
C  4.61385  3.76696  -0.36275  -0.081
C  3.33267  3.32428  -0.07618  -0.128
C  2.61080  -1.01838  -1.36250  -0.360
C  3.48478  -0.93745  -2.44047  -0.099
C  4.83781  -0.73118  -2.23969  -0.076
C  5.31897  -0.60498  -0.94735  -0.061
C  4.44938  -0.70973  0.12729  -0.087
C  3.08245  -0.93599  -0.04805  -0.331
P  1.98012  -1.15320  1.41715  1.025
C  2.95950  -0.38162  2.75023  -0.395
C  3.28000  0.97266  2.62143  -0.114
C  3.83113  1.67294  3.68034  -0.074
C  4.05815  1.03393  4.89469  -0.084
C  3.74219  -0.30880  5.03251  -0.081
C  3.19714  -1.01539  3.96609  -0.091
C  2.14874  -2.94145  1.75041  -0.366
C  0.98747  -3.64846  2.04270  -0.111
C  1.03413  -5.00332  2.33998  -0.075
C  2.25230  -5.66589  2.33802  -0.081
C  3.41802  -4.97175  2.03813  -0.073
C  3.36638  -3.61728  1.74727  -0.075
H  -0.04432  -1.24500  -4.27149  0.089
H  0.18832  0.53809  -5.89030  0.096
H  0.71328  2.87918  -5.07284  0.114
H  0.45885  3.46552  -2.76910  0.120
H  1.28270  5.08021  -0.30903  0.098
H  -0.45579  6.74496  0.28907  0.074
H  -2.72234  5.89718  0.95029  0.100
H  -3.32872  3.58820  0.75507  0.088
H  -1.45302  2.08883  0.71415  -0.005
H  2.65944  1.70361  -2.96868  0.093
H  4.93495  2.48076  -3.47278  0.107
H  6.19541  3.81412  -1.81384  0.100
H  5.15593  4.35418  0.36799  0.102
H  2.88009  3.56841  0.87904  0.100
H  3.08717  -1.03147  -3.44543  0.115
H  5.50721  -0.66197  -3.08726  0.111
H  6.37215  -0.43245  -0.76756  0.109
H  4.84622  -0.61850  1.13009  0.104
H  3.09271  1.47858  1.68007  0.070
H  4.07694  2.72072  3.56036  0.107
H  4.48169  1.58106  5.72685  0.102
H  3.92123  -0.81438  5.97301  0.103
H  2.95464  -2.06431  4.08988  0.103
H  0.03193  -3.13621  2.02284  0.069
H  0.12144  -5.54028  2.56863  0.101
H  2.29573  -6.72322  2.56562  0.103
H  4.36898  -5.48875  2.02995  0.105
H  4.27848  -3.08255  1.51083  0.106
C  -3.99039  2.78214  -1.88810  -0.030
C  -2.66135  2.40035  -2.56622  -0.411
C  -2.99629  1.15375  -3.40258  -0.043
C  -1.62247  1.94202  -1.46334  -0.215
C  -2.27328  3.57729  -3.46034  -0.179
C  -2.32376  3.51164  -4.85293  -0.052
C  -2.00084  4.61051  -5.63264  -0.088
C  -1.60479  5.80255  -5.03846  -0.095
C  -1.54232  5.87516  -3.65643  -0.062
C  -1.88468  4.77629  -2.88024  -0.024
H  -4.31087  2.00301  -1.18468  0.089
H  -4.75655  2.87743  -2.66082  0.096
H  -3.92451  3.72421  -1.35722  0.067
H  -3.39852  0.38224  -2.73649  0.063
H  -2.13530  0.74982  -3.93264  0.066
H  -3.77989  1.37653  -4.12686  0.090
H  -2.16846  1.02812  -1.18150  0.006
H  -2.57259  2.58633  -5.35578  0.104
H  -2.04194  4.52776  -6.71195  0.099
H  -1.34267  6.65796  -5.64829  0.096
H  -1.22183  6.78583  -3.16544  0.104
H  -1.81904  4.84909  -1.80488  0.081
N  -2.32547  -2.48586  -2.26982  0.134
C  -2.84438  -2.69617  -1.00616  -0.395
C  -2.30793  -3.69511  -0.18185  -0.054
C  -2.91184  -4.00012  1.02389  -0.087
C  -4.03125  -3.29851  1.46312  -0.113
C  -4.51448  -2.25445  0.69109  -0.093
C  -3.92736  -1.94570  -0.53122  -0.082
H  -2.49754  -1.58731  -2.69707  0.070
H  -1.36717  -2.78025  -2.38146  0.070
H  -1.43490  -4.24209  -0.51470  0.118
H  -2.50989  -4.80689  1.62474  0.104
H  -4.51812  -3.57256  2.38864  0.101
H  -5.37612  -1.68612  1.02000  0.111
H  -4.35297  -1.16748  -1.15610  0.106